105
Properties=species:S:1:pos:R:3:forces:R:3:lowdin_charge:R:1 method="wB97M-V/def2-TZVPD" energy_ha=-2251.5679 homo_energy_ev="-1.99 / -3.82" charge=-1 spin_multiplicity=3 e_above_lowest_ev=1.6914
Pd 0.18536 -0.64718 -0.00561 0.3 -0.8 0.7 0.94
C -0.15076 -0.37025 4.34423 0.1 0.0 -0.3 -0.12
C 0.19019 -0.07997 3.04462 0.0 0.1 0.5 -0.18
N -0.27444 -0.78654 1.97477 0.1 0.1 -0.5 -0.07
C -1.20552 -1.79387 2.20397 -0.4 -0.4 0.1 -0.17
C -1.55162 -2.17807 3.52925 0.2 0.1 -0.1 -0.19
C -0.99302 -1.44647 4.61593 0.0 -0.1 0.2 -0.08
C -2.44252 -3.24481 3.72613 -0.1 0.0 -0.2 -0.08
C -3.02275 -3.87043 2.63899 0.0 0.0 0.3 -0.13
C -2.75140 -3.45688 1.34576 0.1 0.2 -0.4 -0.05
C -1.83882 -2.41703 1.08697 -0.2 -0.2 0.8 -0.23
N -1.48352 -1.87194 -0.12800 0.5 0.2 -0.7 -0.03
C -1.70121 -2.26623 -1.39512 -0.3 -0.2 0.6 -0.22
C -2.52685 -3.29983 -1.87480 0.2 0.0 0.2 -0.03
C -2.78285 -3.45875 -3.23381 0.1 0.3 -0.3 -0.10
C -2.27004 -2.59719 -4.17844 -0.3 -0.3 -0.1 -0.09
C -1.37779 -1.59210 -3.76986 0.2 0.1 0.3 -0.17
C -0.82673 -0.65480 -4.66710 0.2 0.2 0.3 -0.01
C 0.06659 0.27664 -4.20653 -0.2 -0.1 -0.4 -0.07
C 0.48895 0.21861 -2.88001 0.1 -0.1 0.3 -0.13
N -0.01501 -0.63746 -2.00686 -0.2 0.3 -0.5 -0.01
C -1.01215 -1.48274 -2.39916 -0.2 -0.3 -0.7 -0.12
H 0.25318 0.24414 5.13940 0.0 0.0 0.0 0.09
H 0.84135 0.74358 2.82560 0.1 0.1 -0.1 0.07
H -1.26468 -1.71471 5.62941 0.0 0.0 0.0 0.09
H -2.67826 -3.55290 4.73788 0.0 0.0 0.0 0.09
H -3.71453 -4.69080 2.79528 0.0 0.0 0.0 0.09
H -3.27028 -3.94602 0.53971 0.0 0.0 0.0 0.06
H -2.98387 -3.99114 -1.19047 0.0 0.0 0.0 0.07
H -3.43060 -4.26758 -3.55103 0.0 0.0 0.0 0.10
H -2.52974 -2.68972 -5.22561 0.0 0.0 0.0 0.10
H -1.12803 -0.68142 -5.70710 0.0 0.0 0.0 0.12
H 0.47251 1.03392 -4.86272 0.1 0.0 0.0 0.11
H 1.26555 0.87982 -2.51745 0.0 0.0 0.1 0.10
C 3.57064 0.01428 3.91090 0.1 0.1 -0.2 -0.05
C 4.00221 1.14584 2.97066 0.0 0.0 0.2 -0.36
C 5.26438 1.83296 3.50042 0.0 0.0 -0.1 -0.07
C 2.87692 2.14657 2.75151 0.0 -0.1 -0.2 -0.14
C 2.46312 2.91388 3.83247 -0.1 0.0 0.0 -0.05
C 1.38963 3.77859 3.72619 0.1 0.0 0.0 -0.07
C 0.73646 3.90098 2.51459 -0.1 0.1 0.0 -0.03
C 1.12514 3.17080 1.39594 0.1 0.0 0.0 -0.12
C 0.38690 3.46791 0.10282 0.2 -0.1 -0.1 -0.29
C 1.33532 3.85958 -1.03940 -0.1 0.0 0.1 -0.04
C -0.52523 2.34364 -0.37644 0.1 0.2 0.0 -0.15
C 2.19608 2.26869 1.52047 -0.2 0.1 0.4 -0.13
N 2.61393 1.43942 0.44094 0.1 0.1 -0.1 0.03
B 2.06929 0.17560 -0.05463 0.0 0.0 0.2 -0.47
N 3.20363 -0.36300 -0.81861 -0.1 0.1 -0.2 0.04
C 4.25971 0.55072 -0.78233 0.2 0.0 0.2 -0.08
C 3.91817 1.60665 -0.03350 0.0 0.1 -0.1 -0.10
C 3.39442 -1.60239 -1.49556 0.2 -0.4 0.0 -0.10
C 3.29987 -2.82187 -0.78666 0.0 0.3 0.1 -0.12
C 3.56102 -4.01482 -1.45058 0.0 0.0 -0.1 -0.04
C 3.93392 -4.03785 -2.77986 0.0 0.0 0.0 -0.07
C 4.05604 -2.84415 -3.46252 0.0 -0.1 0.0 -0.05
C 3.79451 -1.62427 -2.84972 -0.1 0.1 0.1 -0.13
C 3.97872 -0.37512 -3.69783 0.0 -0.1 -0.1 -0.37
C 5.46534 -0.10648 -3.96423 0.0 0.1 0.1 -0.06
C 3.25294 -0.48812 -5.04520 0.0 0.0 0.1 -0.07
C 3.02212 -2.91162 0.70532 -0.1 -0.1 0.0 -0.38
C 1.81650 -3.81363 0.99233 0.1 0.1 -0.1 -0.06
C 4.25896 -3.42442 1.44999 0.0 0.1 0.0 -0.06
H 4.39717 -0.68858 4.04265 0.0 0.0 0.0 0.08
H 2.72001 -0.52738 3.49801 0.0 0.0 0.1 0.06
H 3.28461 0.40070 4.89159 0.0 0.0 0.0 0.08
H 4.26270 0.68676 2.02167 0.0 0.0 -0.1 0.11
H 5.10795 2.24588 4.49868 0.0 0.0 0.0 0.07
H 5.57260 2.64604 2.83968 0.0 0.0 0.0 0.08
H 6.08204 1.11171 3.56026 0.0 0.0 0.0 0.08
H 2.96791 2.80589 4.78522 0.0 0.0 0.0 0.11
H 1.07036 4.36065 4.58149 0.0 0.0 0.0 0.10
H -0.09706 4.58810 2.42300 0.0 0.0 0.0 0.11
H -0.25698 4.32797 0.30653 0.0 0.0 0.0 0.12
H 1.92922 3.00708 -1.36336 0.1 0.0 0.0 0.06
H 2.01432 4.64812 -0.71274 0.0 0.0 0.0 0.09
H 0.76145 4.22511 -1.89396 0.0 0.0 0.0 0.08
H 0.01335 1.37292 -0.45018 -0.3 0.9 -0.1 0.03
H -0.95246 2.64404 -1.33483 -0.1 -0.2 0.0 0.13
H -1.53264 1.19939 1.06794 -0.1 0.0 0.1 0.12
H 5.21192 0.34470 -1.23795 0.0 0.0 -0.1 0.11
H 4.49939 2.48167 0.21092 0.0 0.0 0.0 0.13
H 3.48525 -4.94866 -0.90724 0.0 0.0 0.0 0.11
H 4.13619 -4.97779 -3.27848 0.0 0.0 0.0 0.10
H 4.35969 -2.85960 -4.50254 0.0 0.0 0.0 0.11
H 3.56338 0.47893 -3.16335 0.0 0.0 0.1 0.11
H 5.90308 -0.93191 -4.52878 0.0 0.0 0.0 0.08
H 6.03504 -0.00171 -3.04087 0.0 0.0 0.0 0.06
H 5.58727 0.81030 -4.54593 0.0 0.0 0.0 0.08
H 3.79932 -1.13190 -5.73696 0.0 0.0 0.0 0.07
H 3.16644 0.49830 -5.50724 0.0 0.0 0.0 0.08
H 2.25685 -0.90018 -4.91336 -0.1 0.0 -0.1 0.06
H 2.79276 -1.91807 1.08469 -0.1 0.1 0.0 0.10
H 2.04399 -4.85931 0.76872 0.0 0.0 0.0 0.07
H 0.97310 -3.51228 0.37441 -0.2 0.0 0.0 0.07
H 1.52558 -3.74369 2.04161 0.0 0.0 0.0 0.09
H 4.50480 -4.44399 1.14500 0.0 0.0 0.0 0.07
H 4.07346 -3.42595 2.52605 0.0 0.0 0.0 0.08
H 5.12624 -2.79122 1.24925 0.0 0.0 0.0 0.08
B -3.22183 4.17308 0.18455 -0.2 0.1 -0.1 -0.43
C -2.66760 2.81720 0.69646 0.1 -0.1 0.1 0.04
N -1.64521 2.08406 0.56042 0.2 -0.3 0.0 0.05
H -2.71314 4.36861 -0.90969 0.1 0.0 0.0 0.02
H -4.42523 4.19319 0.10024 -0.1 -0.1 0.1 0.00
H -2.84550 4.96689 1.02271 0.1 0.1 0.0 0.02

13
Properties=species:S:1:pos:R:3:forces:R:3:nbo_charge:R:1 method="wB97M-V/def2-TZVPD" energy_ha=-249.3549 homo_energy_ev=-8.23 charge=0 e_above_lowest_ev=3.2208
C 2.03833 -0.00214 0.09023 0.0 0.0 0.0 -0.62
C 0.53238 0.04506 0.10392 -0.1 -0.1 -0.1 -0.17
C -0.29562 -0.94576 -0.36804 0.0 0.2 0.0 0.01
N -1.60418 -0.57574 -0.21567 0.2 0.1 0.0 -0.55
C -1.60086 0.69783 0.36709 -0.1 -0.1 0.2 -0.25
C -0.25658 1.12267 0.69186 -0.2 -0.4 -0.2 -0.24
H 2.44198 0.09621 1.10569 -0.1 0.0 -0.2 0.22
H 2.40577 -0.94668 -0.33287 -0.1 0.2 0.1 0.20
H 2.45480 0.82230 -0.50329 -0.1 -0.2 0.1 0.22
H -0.06074 -1.90228 -0.83224 0.0 0.3 0.1 0.21
H -2.40181 -1.09610 -0.55646 0.2 0.2 0.1 0.41
H -2.52974 1.09230 0.77707 0.3 0.0 -0.1 0.24
H -1.12373 1.59235 -0.32728 0.1 0.0 0.0 0.31

18
Properties=species:S:1:pos:R:3:forces:R:3:nbo_charge:R:1 method="wB97M-V/def2-TZVPD" energy_ha=-377.3213 homo_energy_ev=-8.05 smiles="[H]/N=C/N(N)C(=C)NC" charge=0 e_above_lowest_ev=3.4166
H 3.43490 0.14146 -2.07951 -0.5 0.1 0.2 0.36
N 2.52890 -0.27891 -1.84128 -0.8 0.3 1.7 -0.68
C 2.10744 0.10102 -0.69360 -1.0 -2.0 -0.3 0.26
N 0.77937 -0.61583 -0.07975 5.4 2.1 -2.6 -0.31
N 0.15561 -1.39792 -1.05789 0.1 -0.2 -0.6 -0.63
C 0.04945 0.26653 0.64821 -5.5 -1.2 2.5 0.34
C 0.27921 1.44515 1.22696 0.6 0.0 -0.7 -0.55
N -1.28310 -0.45351 1.10480 2.8 0.3 -0.4 -0.64
C -2.55796 0.05638 0.65406 0.2 0.4 -0.6 -0.41
H 2.66622 0.81933 -0.07263 -0.7 -0.4 0.2 0.18
H 0.79481 -2.17470 -1.24057 -0.3 0.1 0.3 0.37
H 0.18978 -0.89453 -1.95198 -0.3 0.1 0.2 0.35
H -0.46779 1.86734 1.88712 0.2 -0.2 0.0 0.23
H 1.20053 1.98949 1.07340 -0.1 0.2 -0.1 0.19
H -1.17608 -1.42907 0.81119 -0.1 0.6 0.0 0.37
H -3.35997 -0.64519 0.91157 0.3 0.1 0.1 0.20
H -2.56146 0.19112 -0.43857 -0.3 0.1 0.1 0.17
H -2.77986 1.01185 1.13848 0.0 -0.1 -0.1 0.19

22
Properties=species:S:1:pos:R:3:forces:R:3:nbo_charge:R:1 method="wB97M-V/def2-TZVPD" energy_ha=-570.6663 homo_energy_ev=-8.73 smiles="COc1nc(C)cnc1C(C)=O" charge=0 e_above_lowest_ev=5.3880
C 1.71889 -2.00196 1.57748 0.3 -0.8 -0.5 -0.31
O 1.32682 -1.29608 0.25092 2.5 -4.6 2.1 -0.46
C 0.51800 -0.35715 0.46157 -2.8 2.5 -4.4 0.56
N 0.55876 0.38393 1.51058 -0.9 -0.5 0.3 -0.51
C -0.38304 1.30777 1.51525 -0.4 3.7 1.3 0.23
C 0.07311 2.28944 2.78129 1.9 0.5 -2.9 -0.66
C -1.37294 1.56719 0.47046 1.6 1.8 0.8 -0.10
N -1.34607 0.90748 -0.74192 2.5 -0.1 3.6 -0.33
C -0.34930 -0.01149 -0.72671 -0.7 -0.7 0.2 -0.03
C -0.25535 -0.75283 -2.05235 -1.3 1.3 -1.0 0.57
C -1.51735 -0.28602 -3.01600 0.2 -5.2 1.7 -0.70
O 0.62113 -1.51683 -2.34836 -0.3 0.0 -0.2 -0.51
H 2.69195 -1.48499 1.88623 -1.9 -0.3 0.3 0.22
H 0.70595 -1.95789 2.31935 3.4 -0.2 -2.0 0.23
H 2.14053 -3.10828 1.31973 -1.8 2.6 0.3 0.22
H 0.90062 3.14183 2.29889 -2.8 -2.1 1.1 0.22
H 0.88974 1.60476 3.28896 -2.5 1.5 -0.1 0.26
H -0.79419 2.82970 3.26713 1.4 -0.9 0.0 0.23
H -1.86179 2.61650 0.50841 0.3 -2.3 0.1 0.21
H -1.50150 -0.83935 -4.03223 -0.1 0.3 2.0 0.22
H -2.41514 -0.56799 -2.25356 1.7 1.0 -2.6 0.24
H -1.42068 0.69956 -3.26998 -0.2 2.7 0.0 0.22

15
Properties=species:S:1:pos:R:3:forces:R:3:nbo_charge:R:1 method="wB97M-V/def2-TZVPD" energy_ha=-287.7490 homo_energy_ev=-7.63 smiles="C=C([O-])[NH2+]CC" charge=0 e_above_lowest_ev=2.2714
C -0.26051 0.50446 1.87064 -0.1 0.0 0.2 -0.77
C -1.27027 0.69948 0.99832 -0.1 0.1 0.0 0.59
O -2.23927 1.38668 0.75706 0.3 -0.2 0.0 -0.66
N -1.00354 -0.37569 -0.33246 0.0 0.0 0.0 -0.65
C 0.16427 0.11933 -1.12783 0.0 0.0 -0.1 -0.22
C 1.48729 -0.53875 -0.73336 0.0 0.0 0.0 -0.63
H 0.42298 -0.32570 1.77467 -0.1 0.1 0.0 0.19
H -0.17834 1.16534 2.72189 -0.1 -0.1 0.0 0.23
H -1.89163 -0.30619 -0.83611 0.4 0.1 0.1 0.42
H -0.89129 -1.33929 -0.01261 0.1 0.2 -0.1 0.40
H 0.21236 1.20284 -0.96410 -0.1 -0.3 -0.1 0.23
H -0.04058 -0.05503 -2.18575 0.0 -0.1 0.0 0.20
H 2.21961 -0.42081 -1.53914 -0.2 0.0 0.1 0.23
H 1.35663 -1.61404 -0.56490 0.0 0.1 -0.1 0.20
H 1.91229 -0.10263 0.17366 -0.2 0.0 -0.2 0.23

16
Properties=species:S:1:pos:R:3:forces:R:3:nbo_charge:R:1 method="wB97M-V/def2-TZVPD" energy_ha=-288.3443 homo_energy_ev=-2.46 charge=-1 e_above_lowest_ev=1.2890
C 2.40500 1.14993 0.28730 -1.3 -0.8 0.1 -0.22
O 1.54126 0.07124 0.28297 0.7 0.7 -0.2 -1.01
H 2.04542 1.94547 0.98445 0.4 0.1 0.3 0.08
H 3.42886 0.84226 0.58302 0.2 0.5 -0.1 0.11
H 2.42899 1.71661 -0.68078 0.4 -0.2 -0.1 0.08
C -0.77394 -1.39282 1.08234 -1.6 -0.8 0.0 -0.61
C -0.99242 -1.14558 -0.40300 0.2 0.4 -1.0 -0.26
C -1.02336 1.12992 -0.82626 -0.1 -0.6 -0.3 -0.09
N -1.75853 0.10364 -0.68169 0.4 0.1 0.7 -0.44
H -0.45319 -2.43758 1.22793 0.1 0.4 0.0 0.19
H -0.08414 -0.70611 1.54871 0.4 0.2 -0.3 0.27
H -1.76484 -1.30471 1.56006 0.2 -0.1 0.1 0.17
H -1.57113 -1.93155 -0.90878 0.0 -0.2 0.5 0.16
H -0.01231 -1.09021 -0.88570 0.0 0.0 0.1 0.22
H 0.07060 1.03489 -0.82924 0.0 0.1 0.3 0.22
H -1.50840 2.09454 -0.96151 -0.1 0.1 -0.1 0.13

21
Properties=species:S:1:pos:R:3:forces:R:3:nbo_charge:R:1 method="wB97M-V/def2-TZVPD" energy_ha=-423.6411 homo_energy_ev=-10.30 smiles=CC(C)O.O.O.O charge=0 e_above_lowest_ev=0.7482
C 0.45127 -0.01311 -0.81361 -0.6 0.0 -0.7 -0.64
C -0.58299 -1.11078 -1.13293 0.4 0.9 1.1 0.10
C -1.60302 -1.24306 0.00356 0.9 -0.1 -0.2 -0.63
O 0.08715 -2.33154 -1.40113 -0.5 0.0 -0.5 -0.72
H 1.19338 -0.05260 -1.60416 0.4 0.0 0.1 0.22
H 0.91224 -0.12364 0.16666 0.1 -0.1 0.0 0.20
H -0.01236 0.97541 -0.90872 0.0 -0.1 0.3 0.20
H -1.10507 -0.75530 -2.01542 0.0 -0.6 -0.5 0.17
H -2.15220 -0.30715 0.08960 -0.3 -0.1 0.1 0.21
H -1.04895 -1.39523 0.93483 -0.1 -0.1 0.1 0.20
H -2.24017 -2.10813 -0.16880 -0.3 0.2 0.0 0.21
H 0.57418 -2.57528 -0.61374 0.2 -0.1 0.3 0.47
O 1.39766 5.54534 -0.00844 -0.1 0.0 -0.3 -0.96
H 1.33189 5.73933 0.92692 0.0 0.1 0.3 0.48
H 2.07546 6.13368 -0.35125 0.0 0.0 0.0 0.48
O -0.94104 -4.97714 1.14815 0.8 -0.3 -0.1 -0.95
H -1.33178 -4.92084 2.01949 -0.4 0.2 -0.1 0.47
H -1.51928 -4.59650 0.48726 -0.3 0.1 0.2 0.48
O 0.99577 3.25645 1.60837 -0.2 0.1 -0.7 -0.95
H 0.35859 2.54952 1.47231 0.0 -0.2 0.3 0.46
H 1.00993 3.67540 0.72771 0.3 0.0 0.4 0.49

53
Properties=species:S:1:pos:R:3:forces:R:3:nbo_charge:R:1 method="wB97M-V/def2-TZVPD" energy_ha=-2838.5856 homo_energy_ev=-2.93 charge=-1 e_above_lowest_ev=2.2691
O 1.18399 2.16415 -7.57453 0.7 0.1 -0.9 -0.54
C 2.44247 1.76984 -8.20834 -0.1 -0.1 0.3 -0.06
C 2.30420 2.77102 -9.35547 -0.6 -0.2 0.8 -0.46
H 2.41594 0.72940 -8.52975 0.1 -0.1 0.2 0.18
H 3.29520 1.96369 -7.55888 0.0 -0.2 0.2 0.18
C 0.97127 3.12958 -8.64702 0.0 0.4 -0.4 0.27
H 2.18135 2.32189 -10.33201 0.1 0.1 -0.2 0.21
H 3.03653 3.56761 -9.34819 0.1 0.1 -0.2 0.21
C -0.24907 2.80997 -9.48065 -0.3 0.0 0.0 -0.62
H -0.20130 1.79850 -9.89368 0.0 0.1 0.1 0.21
H -0.30831 3.51705 -10.31619 0.0 -0.1 0.1 0.21
H -1.16404 2.90833 -8.88568 0.1 -0.1 -0.1 0.22
C 0.91816 4.54486 -8.12102 -0.1 0.2 0.1 -0.62
H 1.81391 4.78784 -7.54283 -0.1 -0.1 0.0 0.21
H 0.03606 4.68455 -7.48551 0.2 0.0 0.0 0.22
H 0.84946 5.24405 -8.96160 0.0 0.0 0.1 0.21
Zn -0.09324 0.07520 0.27560 -0.2 -0.8 0.4 1.74
C 0.62154 1.40664 1.94239 2.0 -0.3 0.4 -0.45
C 1.62000 0.36191 1.88832 0.4 1.9 -0.4 -0.30
C 2.30236 0.46597 0.62915 -0.2 0.6 0.9 -0.45
H 1.92706 -0.21290 2.75462 -0.4 -0.4 -0.5 0.23
C 1.81608 1.64073 -0.02419 -0.4 0.1 0.7 -0.37
C 0.74917 2.17880 0.75725 1.0 0.9 -0.2 -0.42
H 0.23857 3.13064 0.54923 0.1 -0.7 0.0 0.21
H 0.03488 1.63134 2.82767 -0.2 -0.2 -0.4 0.23
H 3.12117 -0.16035 0.28147 -0.2 0.1 0.2 0.21
H 2.27018 2.11489 -0.88640 -0.4 -0.3 -0.2 0.20
C -2.33668 -0.56027 1.07967 -1.7 1.0 -1.3 -0.28
C -2.20305 0.81376 0.65530 -1.4 -1.5 -0.2 -0.45
C -2.01094 0.80006 -0.76905 -0.1 -0.4 -0.2 -0.49
H -2.32059 1.70694 1.27591 0.1 -0.5 -0.3 0.22
C -1.95977 -0.57261 -1.20347 -0.4 0.2 0.5 -0.38
C -2.12465 -1.40962 -0.06712 -1.1 1.1 0.4 -0.38
H -2.09081 -2.49784 -0.05940 0.0 0.4 0.0 0.22
H -2.75815 -0.84968 2.05533 0.9 0.0 -0.6 0.22
H -2.11604 1.66479 -1.43228 0.4 -0.3 0.4 0.21
H -1.96389 -0.91753 -2.24242 0.4 0.2 0.4 0.21
O 0.64043 0.17519 -2.13567 0.6 0.0 -1.3 -0.56
C 0.29405 1.31743 -2.96795 -0.3 -0.3 0.4 -0.07
C 1.37040 1.42324 -4.02911 0.5 -0.1 0.3 -0.43
H 0.21885 2.20942 -2.33258 0.1 -0.3 0.0 0.20
H -0.69266 1.13479 -3.41628 0.1 0.0 0.1 0.17
C 1.81046 -0.03512 -4.19500 -0.5 0.0 -0.2 -0.43
H 2.20381 2.01285 -3.62892 0.0 0.0 -0.1 0.19
H 1.03244 1.87517 -4.95961 -0.1 0.0 0.0 0.23
C 1.69997 -0.58073 -2.78161 -0.2 0.4 0.5 -0.07
H 2.80367 -0.14197 -4.62511 0.1 0.0 0.0 0.21
H 1.09081 -0.54950 -4.84180 0.1 0.0 0.0 0.20
H 2.63414 -0.41473 -2.22435 -0.2 -0.1 0.0 0.17
H 1.44662 -1.64714 -2.73813 0.0 0.2 0.0 0.19
O -0.61961 -1.58827 4.33048 -0.3 0.1 0.9 -0.70
C -0.44905 -1.48412 3.15102 0.9 -0.2 -3.7 0.71
N -0.26901 -1.40545 1.95380 0.4 -1.0 3.0 -0.92